Computed, not measured: the molecule C30H42N4O5, with wB97M-V/def2-TZVPD.

Cartesian coordinates (Å):
1 H -9.1515 3.3726 -0.6839
2 H -1.1123 -4.6438 0.6173
3 N -3.2552 -1.0777 -0.4367
4 H -1.2245 2.6431 2.0735
5 C 0.8219 -2.1916 0.6020
6 C 0.8718 2.1665 2.1906
7 C -4.6749 0.6505 -1.2813
8 H -2.6902 -0.8499 -1.2477
9 C -4.4308 -0.3242 -0.3210
10 C -6.7356 1.2490 -0.2038
11 H -7.2089 0.1372 1.5499
12 H -3.9652 0.7998 -2.0831
13 H -5.9697 2.1777 -1.9936
14 H 3.1340 0.8635 -2.2167
15 C -0.5377 -3.1104 2.1311
16 C 0.2531 -1.0957 -1.4522
17 C 5.9834 0.6775 0.4198
18 C 2.2769 3.2225 0.3912
19 H 7.0113 3.0334 -0.8008
20 H 1.0738 2.9781 2.8918
21 C -0.1725 3.7458 0.5453
22 C 0.4513 -2.2271 2.0657
23 C 3.5902 -0.1183 -2.3693
24 C -5.3523 -0.5082 0.7076
25 C 7.4035 2.7793 0.1808
26 H 2.8885 -2.1533 -2.6582
27 C 2.0670 -1.5796 -0.0249
28 C -0.7111 -3.6410 0.7226
29 O 3.2325 -0.5468 1.8059
30 H 0.7843 2.7530 -1.1071
31 C -6.4872 0.2708 0.7601
32 H 4.1280 -0.0911 -3.3352
33 C -0.3540 -1.4561 -0.1093
34 H 1.3897 0.8319 -0.3315
35 H 4.6034 1.6562 -0.8886
36 C 1.0112 3.5532 -0.3974
37 H 6.0248 1.0069 -1.7307
38 C 6.3629 2.0353 1.0106
39 C -2.7735 -2.0480 0.3828
40 H 7.6962 3.7015 0.6780
41 C 5.2858 0.8041 -0.9352
42 H 8.2923 2.1663 0.0479
43 H 2.9861 1.8458 1.9061
44 H -8.3050 2.5293 -2.0039
45 H -0.6825 -0.5632 0.4277
46 H -1.0742 3.9655 -0.0293
47 H 0.0229 4.5965 1.2019
48 H -1.5575 -2.9380 -1.1456
49 O -3.3048 -2.4590 1.3898
50 H 0.8882 -1.6059 2.8205
51 H -1.1490 -3.4022 2.9595
52 H 0.7245 1.2526 2.7688
53 H 6.8867 0.0729 0.3253
54 H 6.0573 -1.3436 -2.3143
55 H 4.7441 -2.3934 -1.7436
56 H 5.3015 0.1704 1.1031
57 C 2.0973 1.9922 1.2823
58 C 2.4704 -1.1552 -2.4918
59 H 3.1115 3.0618 -0.2939
60 H 5.4668 2.6527 1.1077
61 O -0.3663 -0.7529 -2.4407
62 H 5.8960 -1.7429 -0.5859
63 N 1.9755 0.7874 0.4864
64 C -0.3863 2.4942 1.3905
65 H 1.1762 4.4629 -0.9784
66 H 1.8405 -0.8988 -3.3483
67 C 5.3426 -1.5207 -1.4942
68 N 1.5953 -1.2037 -1.3462
69 C -5.8146 1.4329 -1.2292
70 C -1.4321 -2.5485 -0.1301
71 O -7.8902 1.9581 -0.0517
72 O 0.6046 -3.5399 0.2005
73 H 6.7603 1.8735 2.0146
74 C -8.1984 2.9505 -0.9987
75 H 2.8798 -2.3047 -0.0829
76 C 2.5173 -0.3885 0.8410
77 H 2.5303 4.0710 1.0296
78 N 4.4898 -0.3725 -1.2572
79 H -7.4414 3.7417 -1.0147
80 H -5.1721 -1.2605 1.4565
81 H -0.6444 1.6578 0.7362

Atoms 1-2, force components in eV/Å:
0.1 0.0 -0.1
0.0 0.0 0.0

Computed properties:
- total energy (hartree) = -1763.62723
- structure (SMILES) = CCCCN(C)CCN1C(=O)[C@H]2[C@H](C(=O)Nc3ccc(OC)cc3)[C@@H]3C=C[C@]2(O3)[C@@H]1C(=O)NC1CCCCC1
- net charge = 0
- relative energy (zero: lowest compared OMol25 entry of this formula, charge and spin) (eV) = 0.000
- E_LUMO (Eh) = 0.0233

=====

Computed, not measured: a structure of composition C24H43N5O7Sb2W, with wB97M-V/def2-TZVPD.

Cartesian coordinates (Å):
1 H -1.0054 -2.6958 -2.1563
2 C 0.3361 -0.2874 3.6507
3 C -0.9757 -1.6144 -0.3068
4 H 0.8119 1.8043 -3.6863
5 C -2.6674 -3.5029 -0.9993
6 O 0.0246 5.1820 -0.8927
7 C 5.0433 -0.0722 1.9709
8 H 4.8660 -0.5724 2.9166
9 H 2.8616 -1.4856 2.0959
10 C 4.3113 0.5279 -0.2491
11 C 3.3081 0.5225 -1.3670
12 H -1.1780 -7.1893 -2.0497
13 O -1.1550 1.8186 -1.7721
14 H 1.1152 -0.8444 4.1718
15 N -2.0714 -7.6484 -2.0298
16 H 3.3102 4.2907 -1.2542
17 H -2.8714 2.8966 3.3753
18 C 2.3712 2.2727 2.7767
19 O -0.1406 3.3874 0.4644
20 Sb 1.2939 0.6358 1.9951
21 Sb 1.8574 2.1046 -1.2115
22 H -0.4643 -0.3103 -1.8254
23 O -2.1214 0.3410 0.4590
24 H -1.8001 -5.0167 -2.2577
25 H -0.0477 0.4856 4.3143
26 H 7.4645 1.6423 0.3469
27 C 6.5118 1.1657 0.5339
28 H -4.1451 -8.9161 -1.3047
29 O -2.8379 0.8508 -2.9000
30 H 0.8015 -0.7020 -0.8783
31 H -2.5279 5.0385 0.4999
32 H -1.8469 3.9637 2.4157
33 C -2.5229 1.6282 -2.0761
34 C -2.1776 4.3677 -0.2868
35 H -4.2086 1.7700 -0.8066
36 H -3.5759 -3.4408 -1.5995
37 H -2.5573 4.7472 -1.2329
38 H 2.3557 -1.3262 0.4272
39 H 1.8444 3.2048 2.5891
40 N -2.6285 2.9651 -0.0278
41 H 2.8210 -0.4435 -1.5138
42 C -1.9180 -1.0043 0.7096
43 C -2.0691 -4.8966 -1.2059
44 H 3.7936 0.7573 -2.3171
45 H -0.3043 -2.2861 0.2312
46 H 2.3398 2.7282 -3.7181
47 C -2.3876 3.0204 2.4082
48 C -0.6677 4.4335 -0.3097
49 C -1.7426 -2.3453 -1.4286
50 H 7.0197 0.5437 2.5249
51 H -1.1669 -5.0332 -0.6003
52 H -0.4566 -0.9720 3.3537
53 C 2.9401 3.7211 -0.4009
54 H 2.4706 2.1124 3.8499
55 H -1.7261 1.1591 2.6423
56 H -2.1270 -8.5557 -2.4665
57 O -2.4250 -1.5378 1.6367
58 C 5.5411 1.1484 -0.4577
59 H 3.3575 2.2796 2.3156
60 O -1.3607 1.9758 2.2655
61 C 4.0610 -0.0896 0.9835
62 C 2.7574 -0.7727 1.2766
63 H -3.9063 3.2274 -1.7420
64 C 6.2629 0.5516 1.7524
65 H -3.7784 -5.6615 -0.1963
66 H -5.0064 -7.5512 -0.7208
67 C -3.3688 2.8829 1.2710
68 W -0.7269 1.6271 0.0881
69 H -2.3440 -1.5909 -1.9447
70 N -4.1497 -7.9311 -1.0891
71 N -3.0682 -5.9075 -0.8683
72 H -4.1288 3.6665 1.3152
73 C -3.4254 2.4347 -1.1676
74 H 2.3053 4.3607 0.2033
75 H -3.8686 1.9175 1.3171
76 H 3.7790 3.3292 0.1704
77 H 5.7568 1.6036 -1.4177
78 H 0.8259 3.5309 -3.2324
79 C 1.3832 2.5968 -3.2109
80 C -3.0915 -7.1673 -1.3283
81 N -0.1868 -0.4670 -0.8535
82 H -2.9752 -3.3840 0.0425

Atoms 1-2, force components in eV/Å:
0.0 0.0 0.0
0.0 0.0 0.0

Computed properties:
- total energy (hartree) = -2287.06853
- net charge = +4
- relative energy (zero: lowest compared OMol25 entry of this formula, charge and spin) (eV) = 0.167
- E_LUMO (Eh) = -0.4665

=====

Computed, not measured: a cluster of 9 separate species, C18H54O18 in total, with wB97M-V/def2-TZVPD.

Cartesian coordinates (Å):
1 H 2.5012 -10.2965 14.6238
2 O -2.4968 -7.7149 20.8843
3 H 0.9549 -11.0451 21.7510
4 C 2.6162 -12.4146 19.7805
5 H 0.0905 -7.9027 20.7849
6 H -0.5639 -14.9784 18.7789
7 H -5.1489 -11.0348 14.6051
8 H -3.6445 -12.0763 20.0756
9 H -4.4511 -8.2121 15.7186
10 O -2.7182 -13.8866 17.0564
11 H -5.7232 -15.7488 17.5385
12 H -2.8759 -12.3299 15.8764
13 H 1.7936 -10.5908 19.2227
14 H -7.6718 -14.3791 15.6433
15 C -5.9602 -11.4053 13.9785
16 O -4.2782 -8.6431 14.8783
17 H 0.5603 -17.0200 16.7989
18 C -1.0305 -12.1652 17.1715
19 H -5.2362 -15.0347 22.1364
20 C 0.1560 -15.7352 18.4671
21 C -5.7271 -12.8804 13.6105
22 H 3.5758 -11.9865 20.0704
23 O -0.4407 -15.5395 16.1036
24 H -7.0988 -10.5880 12.6665
25 H -8.2002 -14.6556 17.8080
26 C -4.8565 -13.5145 20.8475
27 H -6.1208 -13.2099 17.4932
28 H 2.6362 -12.6300 18.7121
29 H -4.8177 -13.0496 13.0339
30 H 2.8394 -11.1344 16.6527
31 H 0.9128 -9.7563 15.2574
32 C -1.8033 -8.5171 19.9370
33 H -0.4841 -12.4090 16.2603
34 H -1.0419 -17.2157 17.2381
35 C 2.4842 -8.4186 15.8084
36 H 1.9816 -7.8028 15.0625
37 H 0.2419 -16.4784 19.2598
38 O -4.9038 -14.9123 21.2442
39 O -6.8418 -13.2365 12.6690
40 H 0.7084 -6.6919 19.0189
41 H -5.1431 -15.3864 15.9691
42 H -6.9390 -14.1893 12.6039
43 O 2.4197 -13.6435 20.4868
44 C -1.8140 -8.0122 15.3764
45 C -5.8339 -15.0251 16.7310
46 H 1.2865 -14.7220 17.3126
47 C -0.3351 -8.1581 19.8145
48 H -3.1547 -11.9730 17.5879
49 O 1.9855 -10.6959 16.6625
50 H -5.1419 -12.8577 21.6692
51 O -0.2234 -6.9212 19.0504
52 C -7.3278 -15.1799 16.2980
53 H -2.2573 -7.2212 15.9814
54 O 3.8544 -8.5797 15.5943
55 H 0.3284 -10.6585 17.3436
56 C -2.5167 -12.5138 16.8889
57 H -3.1006 -9.6106 16.1252
58 H -0.6372 -12.7405 18.0096
59 O -8.2007 -15.4760 17.3094
60 O -1.2612 -7.5244 14.1164
61 O -6.1593 -10.5646 12.8628
62 H -3.4492 -7.8354 20.8931
63 H -2.3099 -8.4303 18.9758
64 H -1.1480 -14.9061 16.2458
65 H 0.4098 -11.6199 19.7726
66 H -2.9597 -13.7213 19.8650
67 O 1.6206 -10.6743 21.1671
68 H -1.1002 -8.4451 16.0773
69 H -0.6486 -6.8249 14.3551
70 H -1.7646 -9.5733 20.2036
71 H -7.3802 -16.1190 15.7471
72 C 1.4672 -11.3848 19.8943
73 H -6.8738 -11.3253 14.5675
74 C -3.4664 -13.0414 20.5499
75 H 4.1138 -8.0398 14.8441
76 O 1.2978 -14.9456 18.2461
77 O -5.4154 -13.6955 17.0596
78 O -0.6242 -10.7709 17.3847
79 C -0.2800 -16.4386 17.1784
80 H -2.5344 -9.8715 14.4630
81 H -5.6233 -13.5894 14.4318
82 H 2.2824 -8.0840 16.8259
83 H -5.6650 -13.3136 20.1446
84 C 1.9722 -9.8810 15.4815
85 C -2.9342 -9.1341 15.1590
86 H 0.2595 -8.9325 19.3297
87 H -2.7014 -13.4845 22.3445
88 H 1.8657 -14.1583 19.8955
89 O -2.6582 -12.8018 21.6710
90 H -3.6565 -14.0724 16.9750

Atoms 1-2, force components in eV/Å:
0.1 0.0 0.3
0.8 0.3 0.5

Computed properties:
- total energy (hartree) = -2072.26806
- structure (SMILES) = OCCO.OCCO.OCCO.OCCO.OCCO.OCCO.OCCO.OCCO.OCCO
- net charge = 0
- relative energy (zero: lowest compared OMol25 entry of this formula, charge and spin) (eV) = 3.664
- E_LUMO (Eh) = -0.0090

=====

Computed, not measured: a cluster of 3 separate species, C37H81BrClN8O5P3 in total, with wB97M-V/def2-TZVPD.

Cartesian coordinates (Å):
1 C -4.0270 1.0717 -7.9321
2 H -7.5065 0.5005 -4.0155
3 H 7.3782 1.4939 1.8467
4 C 1.6922 -2.5557 3.5640
5 C -7.0301 2.3724 -8.8601
6 H 4.9629 -4.9924 1.9857
7 H -6.2136 2.4717 -0.9301
8 C -1.4761 -2.6741 4.5634
9 H 3.0011 1.6920 4.6832
10 H 1.7081 0.5669 5.9755
11 N -4.9285 0.2299 -7.1118
12 N 5.4939 1.9547 2.3505
13 C 5.7616 -5.5391 4.5114
14 H -0.7269 3.1308 0.4391
15 H 7.3068 -3.1615 4.9305
16 H 3.8960 3.9732 1.7835
17 H -2.2339 3.5775 1.2933
18 C -1.8575 -3.4162 0.4772
19 C -4.0863 -0.1939 -5.9624
20 H -7.7613 -1.2251 -4.0679
21 H -3.4875 2.4917 -3.6911
22 Cl 1.6892 4.9646 1.4431
23 C -0.3734 -3.3581 0.0400
24 H 6.3292 1.5353 0.5651
25 C 0.7183 -3.0636 1.0851
26 H 7.5971 0.5864 4.0438
27 N -3.0312 3.3224 -1.7962
28 H -7.4992 0.2619 -10.1027
29 H 6.5076 -5.8208 1.4108
30 H 4.6861 -2.9944 3.3148
31 P -6.4082 1.0608 -6.5886
32 N -6.9934 1.0589 -8.2139
33 C 3.7034 0.0721 0.4548
34 H -2.3868 -3.3690 4.7322
35 H -1.8497 -1.6150 4.7565
36 H -2.6517 -3.6632 -0.2966
37 H 7.3732 2.4513 4.1003
38 H 5.7966 2.8780 2.6792
39 C 5.3877 -2.3837 3.9739
40 H -6.3318 3.7004 0.3474
41 H -7.6415 2.3702 -9.7662
42 H 6.2931 -3.9480 1.2652
43 H -0.1113 -3.5392 -1.0652
44 C -2.7268 4.6395 -1.2677
45 C 2.2054 -0.2533 -0.0972
46 C 7.8571 -2.4107 2.8959
47 H -5.4337 1.0534 0.9774
48 Br 4.8556 -0.2604 -1.1877
49 H -0.9423 0.2961 1.2865
50 C -1.5674 2.7532 1.0335
51 C 5.5417 1.3061 4.7707
52 H 2.1377 -1.2843 -0.5870
53 N 6.4093 1.2829 1.5637
54 H 3.8664 3.1354 3.9720
55 O 5.6592 -1.0444 3.5275
56 O 3.4664 -0.7533 4.0916
57 C -7.7948 -0.3174 -4.6776
58 H 3.5626 -1.8561 1.5350
59 H 3.8130 1.1860 0.6219
60 H -4.4357 1.2772 -8.9193
61 C 6.6395 -4.7068 3.4356
62 H 5.2265 2.2641 5.3475
63 H 8.7184 -3.1219 2.6536
64 N -2.2561 1.6731 0.3504
65 P 0.9974 -0.2904 5.0733
66 C 2.3808 2.3878 2.5474
67 C -6.9376 -0.0031 -9.2013
68 C 0.4391 -2.8049 2.6132
69 C 6.8210 -3.1757 3.8979
70 H -3.7973 0.6625 -5.3444
71 H 8.2129 -1.4620 3.4205
72 H -3.2686 -3.2420 2.2828
73 H 1.9823 1.5011 1.9605
74 H 5.2233 0.4684 5.5040
75 H -3.1746 4.2090 -3.7311
76 C -4.8731 1.9262 1.3287
77 N -4.4186 2.7676 0.1917
78 H 5.9243 -6.6623 4.3019
79 H 1.3866 -0.0352 0.6617
80 H -6.3486 -1.9134 -7.2239
81 C 2.1290 -0.9772 3.6697
82 H -1.1612 2.4098 1.9931
83 H 7.3411 -2.1485 1.8967
84 H -0.6786 -3.0336 5.2971
85 H -8.8269 -0.1636 -5.0048
86 H -0.5340 0.6808 -0.3958
87 O -7.6524 1.8179 -6.0920
88 H -2.4299 5.3291 -2.0644
89 H 1.3642 -2.8763 4.6259
90 H 1.7582 -0.4627 2.7284
91 H -5.9214 -0.2501 -9.5269
92 H -8.1060 -1.6893 -6.9760
93 H 5.0924 -2.4596 5.0903
94 C -7.1224 -1.6754 -6.4920
95 H 0.4691 -1.3670 5.8934
96 H -3.0752 0.5671 -8.1144
97 P -3.3892 1.8654 -0.9399
98 C 4.4234 -0.3519 3.0784
99 H -5.5090 2.5012 2.0081
100 H 6.1720 -5.3186 5.5646
101 C 7.1308 1.4647 4.6270
102 H 2.5340 -3.2290 3.1983
103 C -1.0474 -2.8671 3.0411
104 H 4.6416 -5.3213 4.4274
105 H 2.0489 0.5033 -0.9598
106 C 6.1013 -4.8682 1.9230
107 H 7.6889 -5.1859 3.4605
108 H -7.0974 -2.5078 -5.7780
109 H 1.8271 -3.0360 0.7721
110 C 4.2149 -0.8994 1.6079
111 H 1.4475 2.8579 3.0507
112 H -6.0275 2.7237 -9.1285
113 C -3.6290 3.4182 -3.1283
114 O -0.2357 0.4758 4.5021
115 H -3.5659 5.1094 -0.7435
116 C 3.4173 2.0996 3.7053
117 H -4.7071 3.6070 -3.0774
118 C -1.3623 0.5145 0.2994
119 H -3.8232 2.0295 -7.4382
120 C 2.8615 3.5507 1.5076
121 H -3.1795 -0.6975 -6.3095
122 H -5.4960 4.0787 -1.1227
123 C 4.7312 1.1906 3.3355
124 H -7.4190 -0.9146 -8.8585
125 O -2.5545 1.0201 -1.9194
126 H -1.9038 -0.3836 -0.0019
127 H 5.2411 -1.2816 1.2302
128 H 7.5734 1.4768 5.6899
129 N -6.8819 -0.4133 -5.8179
130 H -4.0468 1.5667 1.9440
131 C -5.6731 3.2735 -0.4126
132 H 2.9179 3.1061 0.4480
133 H -7.4716 3.1232 -8.2001
134 H -4.5868 -0.9171 -5.3168
135 C -2.1643 -3.1651 1.9809
136 H -1.8680 4.6318 -0.6025

Atoms 1-2, force components in eV/Å:
-0.1 0.3 -0.6
-0.2 0.0 -0.2

Computed properties:
- total energy (hartree) = -6330.39238
- structure (SMILES) = CC[C@@](CCCCl)(NN)[C@@](C[C@H](C)Br)(OC[C@H](C)C(C)C)O[C@@H](Cc1ccccc1C)[PH2]=O.CN(C)P(=O)(N(C)C)N(C)C.CN(C)P(=O)(N(C)C)N(C)C
- net charge = 0
- E_LUMO (Eh) = -0.0251

=====

Computed, not measured: a structure of composition C28H21F9N6O7SSr, with wB97M-V/def2-TZVPD.

Cartesian coordinates (Å):
1 C -1.3912 6.0715 -0.5748
2 H 3.9871 -3.0146 1.5963
3 O -6.8222 -3.8857 -4.2170
4 N -0.2025 -0.5628 -1.4639
5 Sr 0.5563 0.4154 0.7942
6 C 6.0612 -2.9029 0.9524
7 C -2.1515 5.8663 0.6067
8 H -2.2637 2.1758 3.0179
9 H -3.0838 -0.0687 1.0273
10 F 0.6403 2.9984 -0.6365
11 H -1.3028 -2.5965 2.8307
12 C -0.4660 -2.4083 -3.0148
13 N -4.5479 -4.1143 -5.7931
14 C 6.7795 -0.6821 0.2479
15 N -3.9263 -2.2694 -4.4037
16 H -1.8129 0.7044 -1.2305
17 H -3.4338 2.3309 1.6910
18 H -3.0805 -5.4233 -6.2926
19 F 2.7233 3.7423 6.4702
20 H -3.7768 0.1782 2.6179
21 C -0.4472 5.1051 -0.9170
22 H -1.2919 -4.3524 -4.7954
23 H -0.7101 1.0197 3.6305
24 C 1.8865 3.2229 4.1433
25 F 1.5703 1.8627 4.2342
26 O -7.2416 -1.4681 -4.7065
27 C 6.9811 -2.0299 0.4584
28 C 4.8032 -2.4454 1.1828
29 C -1.4704 -0.2040 -1.7304
30 C 0.2824 -1.6687 -2.1140
31 N -1.4070 2.2384 1.1151
32 H 7.6152 -0.0008 0.0150
33 O 8.3495 -3.8553 0.2431
34 N -1.7489 -0.5352 2.5084
35 C -2.6965 -2.7788 -4.2155
36 C 4.5294 -1.1232 0.7949
37 H -0.1248 -0.6188 3.9558
38 C -2.1300 4.6494 1.3002
39 C -2.4900 1.8501 1.9867
40 C -2.2944 -3.9069 -4.9081
41 C -1.0208 -0.0267 3.7480
42 C 5.4785 -0.2950 0.3086
43 O -6.6806 -2.8613 -6.5521
44 C 3.1386 -0.7032 0.7973
45 C -1.8201 -2.0023 -3.3077
46 C -4.7889 -3.0086 -5.0703
47 C -3.2743 -4.5365 -5.6886
48 F -2.9537 4.4446 2.3433
49 O 2.1779 -1.5951 0.6862
50 H 1.2758 -2.0886 -1.8246
51 H 6.3955 -3.9459 1.0924
52 F 4.1225 3.0129 4.9639
53 F 0.2403 5.3068 -2.0550
54 H -1.6982 -0.0561 4.6101
55 F 2.2564 3.4104 2.8335
56 C -2.8542 0.3403 2.0131
57 H -2.6211 -2.3204 1.7138
58 O 2.9393 0.5908 0.7448
59 C -0.3625 3.9074 -0.2297
60 H -3.3518 -0.5496 -2.7490
61 O 9.0903 -1.8022 -0.4069
62 F 3.3049 5.0583 4.8382
63 H 5.0627 0.6550 -0.0775
64 C -2.2073 -1.9572 2.6732
65 C 3.0284 3.7609 5.1267
66 F -2.9551 6.8988 0.9994
67 H -1.4530 6.9820 -1.1306
68 C -1.3188 3.5316 0.7779
69 S -6.6292 -2.7396 -5.1181
70 N 8.2627 -2.6276 0.0741
71 H -2.9130 -2.1305 3.4983
72 C -2.3283 -0.8766 -2.6265
73 H 0.0067 -3.2921 -3.4136

Atoms 1-2, force components in eV/Å:
0.0 -0.5 1.5
0.1 -0.3 -0.1

Computed properties:
- total energy (hartree) = -3262.48013
- net charge = -2
- relative energy (zero: lowest compared OMol25 entry of this formula, charge and spin) (eV) = 2.159
- E_LUMO (spin up / spin down) (Eh) = 0.0707 / 0.0707